--- one ---
ORCA calculation (the ωB97M-V functional and the def2-TZVPD basis) on C6H11P in the gas phase.

Values from the calculation:
Orbital gap (eV): 9.16
Total charge: 0
Structure (SMILES): CPC=C=C(C)C
LUMO level (Eh): 0.029

Geometry as XYZ:
```
18
C6H11P (the ωB97M-V functional and the def2-TZVPD basis)
C -2.01 2.62 0.38
P -0.25 3.10 0.71
C 0.80 1.25 0.15
C 0.77 -0.07 -0.01
C 0.67 -1.36 -0.10
C 0.99 -2.26 1.06
C 0.35 -2.05 -1.40
H -2.66 3.48 0.57
H -2.29 1.82 1.06
H -2.14 2.29 -0.65
H 0.00 3.61 -0.58
H 1.75 1.73 -0.04
H 1.82 -2.92 0.81
H 1.25 -1.68 1.94
H 0.12 -2.88 1.29
H -0.39 -2.83 -1.25
H -0.02 -1.34 -2.14
H 1.25 -2.52 -1.80
```

--- two ---
ORCA calculation (the ωB97M-V functional and the def2-TZVPD basis) on C6H11P in the gas phase.

Values from the calculation:
Orbital gap (eV): 8.27
Total charge: 0
Structure (SMILES): CCC#P=CCC
LUMO level (Eh): 0.022

Geometry as XYZ:
```
18
C6H11P (the ωB97M-V functional and the def2-TZVPD basis)
C -1.39 1.68 0.05
C -0.01 1.87 0.57
C 0.87 0.96 -0.16
P 2.23 0.41 -0.85
C 0.68 -0.71 -1.39
C 0.30 -1.94 -0.61
C 0.47 -1.71 0.85
H -1.39 1.33 -1.02
H -2.09 2.52 0.25
H -1.93 0.97 0.65
H 0.01 1.77 1.73
H 0.31 2.84 0.41
H 0.14 -0.24 -2.15
H -0.74 -2.14 -0.95
H 1.05 -2.78 -0.83
H 1.52 -1.33 1.05
H 0.28 -2.56 1.41
H -0.32 -0.95 0.98
```

Winner for stability: one

--- one ---
ORCA calculation (the ωB97M-V functional and the def2-TZVPD basis) on a molecular structure, C6H15N3RuS8.

Values from the calculation:
Orbital gap (spin up / spin down) (eV): 5.93 / 4.81
Total charge: -1
LUMO level (spin up / spin down) (Eh): 0.096 / 0.058
Spin multiplicity: 2
⟨S²⟩: 0.757

Geometry as XYZ:
```
33
C6H15N3RuS8 (the ωB97M-V functional and the def2-TZVPD basis)
Ru 1.22 0.19 -0.16
C -1.06 2.16 -0.15
C -0.69 1.82 -1.61
N -0.21 0.44 -1.73
C -1.28 -0.57 -1.63
C -0.81 -1.81 -0.89
N -0.05 -1.48 0.32
C -0.80 -1.12 1.54
C -1.34 0.30 1.49
N -0.41 1.26 0.84
H -0.74 3.18 0.04
H -2.14 2.12 -0.01
H -1.56 2.01 -2.26
H 0.13 2.46 -1.93
H 0.35 0.32 -2.58
H -2.12 -0.11 -1.10
H -1.65 -0.85 -2.61
H -1.68 -2.45 -0.66
H -0.13 -2.37 -1.53
H 0.57 -2.24 0.55
H -1.62 -1.82 1.73
H -0.09 -1.19 2.36
H -2.29 0.33 0.94
H -1.57 0.62 2.51
H 0.09 1.80 1.53
S 2.45 2.14 -0.71
S 2.71 1.79 -2.73
S 3.86 0.08 -2.62
S 2.55 -1.18 -1.55
S 2.50 -0.03 1.86
S 1.16 -1.12 4.85
S 1.91 -2.63 3.86
S 2.74 -2.02 2.03
```

--- two ---
ORCA calculation (the ωB97M-V functional and the def2-TZVPD basis) on a molecular structure, C6H15N3RuS8.

Values from the calculation:
Orbital gap (spin up / spin down) (eV): 5.66 / 5.70
Total charge: -1
LUMO level (spin up / spin down) (Eh): 0.092 / 0.091
Spin multiplicity: 2
⟨S²⟩: 0.757

Geometry as XYZ:
```
33
C6H15N3RuS8 (the ωB97M-V functional and the def2-TZVPD basis)
Ru -0.31 1.20 -0.43
C -0.13 -0.33 2.23
C 1.20 0.37 2.01
N 1.45 0.40 0.56
C 1.80 -0.92 0.02
C 1.33 -1.09 -1.41
N -0.06 -0.62 -1.56
C -1.12 -1.54 -1.13
C -1.28 -1.56 0.39
N -0.98 -0.24 1.02
H -0.66 0.17 3.05
H 0.00 -1.38 2.50
H 2.02 -0.13 2.54
H 1.13 1.40 2.35
H 2.17 1.08 0.32
H 1.35 -1.68 0.66
H 2.89 -1.08 0.07
H 1.43 -2.14 -1.72
H 1.93 -0.47 -2.08
H -0.21 -0.36 -2.54
H -0.93 -2.56 -1.50
H -2.04 -1.17 -1.58
H -0.64 -2.32 0.83
H -2.31 -1.82 0.63
H -1.91 0.13 1.34
S 1.44 2.64 -1.34
S 1.93 1.94 -3.18
S -0.09 1.55 -3.90
S -1.23 2.27 -2.40
S -0.63 3.18 0.81
S -0.95 2.92 2.74
S -3.70 0.90 1.26
S -2.87 1.25 -0.57
```

Winner for stability: one